1.
Below is a structure of composition C25H50NO4PSiTc at a distorted geometry, with properties calculated with wB97M-V/def2-TZVPD.

Structure (XYZ):
```
83
Properties=species:S:1:pos:R:3:forces:R:3
C 0.5189 2.5744 -4.8023 0.2 0.0 0.3
C -0.7435 2.1011 -4.4583 0.0 -0.1 0.1
C -0.9103 1.0564 -3.5454 0.3 0.0 0.1
C 0.2276 0.4920 -2.9380 1.3 -1.1 -0.7
C 1.5023 0.9184 -3.3458 0.1 0.3 0.0
C 1.6458 1.9914 -4.2213 0.0 0.0 -0.2
C -2.3129 0.6438 -3.2428 -0.7 -0.2 0.2
C -2.5460 -0.7942 -2.7530 -0.7 1.6 0.8
N -2.4884 -1.7804 -3.7692 1.3 -1.4 0.3
Tc 0.1617 -0.7884 -1.2508 -2.8 3.4 3.0
C 2.7123 0.2160 -2.7978 0.0 -0.3 0.7
P 2.0996 -1.4143 -2.1025 3.5 0.6 -2.6
H -1.6407 2.5333 -4.9038 0.3 0.0 0.0
H 2.6507 2.3478 -4.4517 -0.3 -0.1 -0.1
H 0.6233 3.3947 -5.5114 0.0 -0.2 0.2
H 3.1822 0.7894 -1.9801 -0.1 -0.1 -0.2
H 3.4815 0.0308 -3.5628 -0.2 0.0 0.2
H -2.7266 1.2942 -2.4582 0.1 -0.1 -0.1
H -2.9366 0.8141 -4.1349 0.1 -0.1 0.3
H -1.8509 -1.0570 -1.8929 -0.9 -0.2 -0.8
C 3.5189 -2.1031 -1.2058 -0.4 -0.3 0.6
C 2.1220 -2.4014 -3.6285 -0.4 -0.4 -0.1
H -3.5675 -0.8541 -2.3353 0.5 0.0 0.1
C -1.5275 -1.7733 -4.8258 0.0 0.2 -1.4
C -3.0996 -3.0509 -3.5081 -1.1 -0.4 -0.2
H 1.0206 -1.7082 -0.2082 0.5 -0.3 -0.7
H -1.9302 -2.4008 -5.6344 0.2 0.2 0.2
H -1.3329 -0.7664 -5.2103 0.0 -0.2 0.3
H -0.5586 -2.2205 -4.5338 -0.4 0.1 0.3
H -3.3363 -3.5241 -4.4696 0.0 0.0 0.3
H -2.4339 -3.7298 -2.9477 0.1 0.3 -0.1
H -4.0169 -2.9081 -2.9223 0.3 -0.1 -0.1
H 3.1561 -2.5265 -3.9869 -0.3 0.1 0.2
H 1.6821 -3.3815 -3.4059 0.2 0.1 -0.2
H 1.5278 -1.9139 -4.4113 0.2 0.0 0.2
H 4.4573 -1.9168 -1.7486 -0.4 0.0 0.0
H 3.5814 -1.6731 -0.1989 0.1 -0.1 -0.2
H 3.3608 -3.1867 -1.1094 0.1 0.2 0.0
H -0.0932 -2.2272 -1.9910 0.0 -0.4 0.0
C -1.3942 -2.1845 2.8582 -0.2 -0.1 0.1
C -2.2584 -1.0085 2.4231 0.4 0.2 0.1
C -2.9080 -1.2601 1.0634 -0.2 0.1 -0.1
C -3.3556 -0.7222 3.4382 -0.1 0.0 0.2
O -1.4359 0.1808 2.3643 0.0 -0.6 -0.6
Si 0.0253 0.6363 1.7901 0.1 1.0 4.4
O 0.0618 0.4523 0.1998 0.0 -1.3 -2.9
O 0.2058 2.2086 2.2621 -0.2 -0.8 -0.8
C -0.5432 2.8824 3.3147 -0.2 0.3 0.2
C -1.9635 3.1379 2.8385 -0.2 0.1 -0.2
C -0.5621 2.0697 4.5976 0.1 -0.1 0.4
C 0.1382 4.2160 3.5893 0.2 0.2 -0.1
O 1.2192 -0.2390 2.5244 0.0 0.1 -0.7
C 2.6211 0.1124 2.7453 0.0 -0.1 0.1
C 3.2026 0.8260 1.5292 0.0 0.1 -0.1
C 2.7574 1.0249 3.9527 0.1 0.3 0.2
C 3.3511 -1.1959 3.0252 0.1 -0.2 0.0
H -2.0141 -3.0852 2.9490 0.2 0.1 0.0
H -0.9340 -1.9809 3.8353 -0.1 0.0 -0.4
H -0.6049 -2.3749 2.1194 0.0 0.0 0.2
H -3.7202 -1.9929 1.1644 0.2 0.1 -0.1
H -3.3363 -0.3293 0.6679 0.1 -0.1 0.1
H -2.1878 -1.6674 0.3390 0.2 0.0 0.0
H -2.9280 -0.5252 4.4297 -0.1 0.0 -0.3
H -3.9537 0.1405 3.1182 0.2 -0.1 0.1
H -4.0253 -1.5866 3.5233 0.1 0.1 0.0
H -2.4778 2.2014 2.6096 0.1 0.2 0.1
H -2.5273 3.6567 3.6230 0.1 0.0 -0.2
H -1.9426 3.7704 1.9426 -0.1 -0.1 0.1
H 0.4513 1.7831 4.9014 -0.3 0.1 -0.1
H -0.9829 2.6960 5.3933 0.1 -0.2 -0.1
H -1.1871 1.1807 4.5017 0.1 0.1 0.0
H 1.1795 4.0801 3.9082 -0.2 0.0 -0.1
H 0.1114 4.8549 2.6998 0.1 -0.1 0.1
H -0.3937 4.7339 4.4003 0.1 -0.1 -0.3
H 2.7066 1.7936 1.3799 0.1 -0.2 0.0
H 4.2715 1.0175 1.6886 -0.2 0.0 -0.1
H 3.0987 0.2157 0.6221 0.0 0.1 0.1
H 2.2871 0.5791 4.8371 0.1 0.1 -0.2
H 3.8231 1.1774 4.1776 -0.3 -0.1 -0.1
H 2.3233 2.0134 3.7475 0.0 -0.4 0.1
H 2.9274 -1.6850 3.9110 0.0 0.1 -0.2
H 3.2765 -1.8883 2.1777 -0.1 0.1 0.1
H 4.4172 -1.0132 3.2207 -0.3 0.0 -0.1
```
Forces are in eV/Å.

Values from the calculation:
E_LUMO (spin up / spin down) = -8.17 / -9.89 eV
gap between HOMO and LUMO (spin up / spin down) = 5.942 / 4.231 eV
HOMO (spin up / spin down) = -14.109 / -14.118 eV
net charge = +2
energy above the lowest of the compared OMol25 structures with the same formula, charge and spin = 48.3 kcal per mole
2S+1 = 4

2.
Below is a structure of composition C24H24CdClO6P, with properties calculated with wB97M-V/def2-TZVPD.

Structure (XYZ):
```
57
Properties=species:S:1:pos:R:3:forces:R:3
Cd 0.7505 0.4172 -2.4844 0.0 0.1 -0.1
O 4.3120 2.0884 -1.2184 0.3 0.2 0.2
C 3.5768 1.1052 -1.2208 -0.4 0.0 -0.4
O 3.0008 0.6083 -2.2510 -0.4 0.0 0.1
C 3.3206 0.3692 0.0990 0.1 -0.1 0.0
P 1.5444 0.1551 0.5613 0.1 -0.3 -0.1
C 1.8385 -0.8121 2.1008 0.0 0.1 0.1
C 1.3430 -2.1098 2.1648 0.0 0.0 0.0
C 1.5701 -2.9030 3.2847 0.0 0.0 0.0
C 2.2887 -2.4001 4.3575 0.0 0.0 0.0
C 2.7904 -1.1039 4.3055 0.0 0.0 0.0
C 2.5705 -0.3215 3.1833 0.0 0.0 0.0
C 1.0436 1.7838 1.2178 0.1 0.0 0.0
C 0.3081 1.9037 2.3954 -0.1 0.0 0.0
C -0.2031 3.1314 2.7901 0.0 0.0 0.0
C 0.0103 4.2595 2.0097 0.0 0.0 0.0
C 0.7330 4.1481 0.8302 0.0 0.0 0.0
C 1.2419 2.9207 0.4333 0.0 0.0 0.0
H 3.9180 0.7901 0.9092 -0.1 0.1 -0.1
H 3.6421 -0.6625 -0.0785 0.0 0.0 0.1
H 0.7830 -2.4984 1.3253 -0.1 0.0 -0.1
H 1.1822 -3.9137 3.3131 0.0 0.0 0.0
H 2.4639 -3.0151 5.2323 0.0 0.0 0.0
H 3.3560 -0.7056 5.1402 0.0 0.0 0.0
H 2.9572 0.6906 3.1493 0.0 0.0 0.0
H 0.1131 1.0260 2.9999 0.0 0.0 0.0
H -0.7811 3.2022 3.7043 0.0 0.0 0.0
H -0.3951 5.2178 2.3122 0.0 0.0 0.0
H 0.8924 5.0152 0.2020 0.0 0.0 0.0
H 1.7874 2.8559 -0.5006 0.0 0.0 0.0
C -2.4252 -0.3125 -3.8513 0.0 0.0 -0.1
C -2.3478 0.5948 -2.6216 0.0 0.0 0.1
C -3.5645 1.5400 -2.6876 0.0 0.0 0.0
C -1.0914 1.4834 -2.6957 0.3 -0.1 0.2
C -2.4082 -0.2317 -1.3385 0.0 -0.2 0.0
C -2.0508 -1.5874 -1.3253 0.0 0.1 -0.1
C -2.0592 -2.3293 -0.1560 0.0 0.0 0.1
C -2.4105 -1.7444 1.0564 0.0 0.0 -0.1
C -2.7637 -0.4025 1.0637 0.0 0.1 0.0
C -2.7768 0.3329 -0.1142 0.1 0.0 0.1
H -2.5014 0.3208 -4.7369 0.0 0.0 0.0
H -3.2929 -0.9822 -3.8185 0.0 0.0 0.0
H -1.5279 -0.9237 -3.9702 0.0 0.0 0.0
H -3.5080 2.0855 -3.6299 0.0 0.0 0.0
H -3.5469 2.2803 -1.8868 0.0 0.0 0.0
H -4.5176 0.9948 -2.6372 0.0 0.0 0.0
H -1.0279 2.0577 -1.7469 -0.1 0.1 -0.1
H -1.7423 -2.0726 -2.2419 0.0 0.0 0.1
H -1.7777 -3.3757 -0.1985 0.0 0.0 0.0
H -2.3946 -2.3197 1.9751 0.0 0.0 0.0
H -3.0284 0.0848 1.9967 0.0 0.0 0.0
H -3.0466 1.3804 -0.0687 0.0 0.0 0.0
O -0.6207 -4.0057 -3.4382 0.0 0.0 0.0
Cl 0.7709 -3.6293 -3.3295 0.1 0.1 0.1
O 1.3852 -4.3440 -2.2312 -0.1 0.1 -0.1
O 1.4604 -3.9403 -4.5608 -0.1 0.0 0.1
O 0.8557 -2.1974 -3.0744 0.0 -0.2 -0.1
```
Forces are in eV/Å.

Values from the calculation:
E_LUMO = 4.35 eV
gap between HOMO and LUMO = 4.354 eV
HOMO = -0.006 eV
net charge = -2
energy above the lowest of the compared OMol25 structures with the same formula, charge and spin = 0.0 kcal per mole

no.,molar mass (g/mol)
1,585.7
2,587.3